Entry 1:
Entry from the Open Molecules 2025 dataset: a cluster of 2 separate species, CH5BrSi in total at a distorted geometry (ωB97M-V/def2-TZVPD).

As for the LUMO energy (alpha / beta): 0.9 / -3.1 eV. The energy above the lowest of the compared OMol25 structures with the same formula, charge and spin is 131.5 kJ/mol. Its multiplicity is 3. The gap between HOMO and LUMO (alpha / beta) comes out at 7.569 / 7.229 eV. As for the expectation value of S²: 2.01.

Structure (XYZ):
```
8
Properties=species:S:1:pos:R:3:forces:R:3
Br -2.6355 0.3246 0.8239 0.046 -0.372 0.091
Si -0.6837 0.9949 -0.0466 -1.268 2.049 1.633
C 1.0331 -0.9976 -0.0851 3.422 -4.777 2.562
H 1.8846 -0.6933 -0.7461 -1.270 0.058 0.145
H -0.5606 2.3339 0.6237 0.175 -0.016 -0.100
H 1.4729 -1.1938 1.0127 -1.103 1.486 -1.963
H -1.0905 1.2668 -1.3824 -0.029 0.002 -1.449
H 0.5797 -2.0354 -0.2000 0.026 1.569 -0.918
```
Forces are in eV/Å.



Entry 2:
Entry from the Open Molecules 2025 dataset: an isolated molecule of C6H4F2O2 at a distorted geometry (ωB97M-V/def2-TZVPD).

As for the LUMO energy (alpha / beta): -0.4 / -0.8 eV. The energy above the lowest of the compared OMol25 structures with the same formula, charge and spin is 382.1 kJ/mol. Its multiplicity is 1. The gap between HOMO and LUMO (alpha / beta) comes out at 8.304 / 8.260 eV.

Structure (XYZ):
```
14
Properties=species:S:1:pos:R:3:forces:R:3
F -2.3724 -0.7379 1.3644 0.135 0.270 -0.685
F -2.0138 -1.5386 -0.6352 0.037 0.784 0.307
O -1.7431 0.6715 -0.2846 -1.297 -0.804 -0.142
O -0.7300 2.5723 -0.7872 -0.240 -0.035 -0.059
C 1.8408 -1.5459 -1.4063 -0.356 0.207 0.706
C 0.5515 1.0430 0.5640 -0.165 0.462 -0.147
C -1.6834 -0.5758 0.2241 2.780 -0.271 0.719
C -0.6749 1.5151 -0.2561 1.208 0.263 0.353
C 0.7390 -0.4164 0.6538 -3.081 -0.402 -0.077
C 1.3234 -1.0743 -0.4241 0.513 -0.376 -0.770
H 0.4101 1.4899 1.5506 0.060 0.015 -0.012
H 1.3997 1.5259 0.0733 -0.088 0.068 0.119
H 0.6530 -0.9304 1.5964 0.245 0.056 0.189
H 2.3001 -1.9985 -2.2332 0.251 -0.237 -0.501
```
Forces are in eV/Å.



Entry 3:
Entry from the Open Molecules 2025 dataset: a cluster of 2 separate species, C33H56N5O4 in total at a distorted geometry (ωB97M-V/def2-TZVPD).

As for the LUMO energy: -2.5 eV. Its multiplicity is 1. The gap between HOMO and LUMO comes out at 8.055 eV. The net charge is +1.

Structure (XYZ):
```
98
Properties=species:S:1:pos:R:3:forces:R:3
O 1.8184 -3.5678 -0.6209 -0.463 0.111 -0.277
O 3.0809 -3.6365 0.0213 0.419 0.094 0.277
O -1.8076 -2.3302 -1.5606 -0.554 -0.324 1.287
O 2.4232 1.2843 -0.2189 0.390 -0.845 -0.440
N -2.6284 4.2994 5.7710 -0.060 -0.055 0.145
N -1.1056 -1.0020 -4.2875 -0.194 0.439 -0.012
N -1.7667 -1.6435 0.7567 -0.765 1.241 -0.296
N -4.1397 0.4697 3.4722 0.482 0.161 -0.283
N 0.7346 -0.2840 0.1525 -0.100 -0.820 -0.391
C 5.3450 2.9701 -1.5260 0.608 0.466 -0.503
C -4.2183 -4.3126 -1.6652 0.586 -0.760 0.555
C 2.2674 3.2244 -3.0047 0.701 0.586 0.314
C -2.9766 0.7772 3.0512 -1.033 -0.081 0.626
C 4.0364 2.7025 -1.2224 -0.918 0.511 -0.193
C -1.9213 5.4808 7.7357 -0.039 -0.022 -0.008
C 0.9484 -2.7624 0.1761 0.104 -0.846 -0.218
C 0.6514 -0.0728 -2.7296 -0.379 -0.259 -0.600
C -2.6185 2.2177 2.7135 0.349 -0.111 -0.316
C 6.1265 1.0549 -0.3792 0.655 -0.593 0.437
C -1.1931 -1.5088 -0.6277 0.912 0.131 -1.468
C -1.7728 -3.7279 -1.2294 0.541 -1.267 -0.574
C -1.7720 5.0958 6.4130 0.036 -0.047 -0.191
C 0.8617 -1.4487 -2.0650 0.541 0.502 0.413
C -2.7375 -4.5921 -2.0484 -0.448 0.338 -0.376
C -3.0238 5.0171 8.4340 -0.006 0.025 0.090
C -3.3572 -3.4628 -4.2673 0.554 0.283 0.791
C 0.1355 -0.2504 1.4832 -0.020 0.529 0.042
C 6.3991 2.1603 -1.1366 0.307 0.300 -0.195
C 3.7543 1.5478 -0.4844 0.024 0.672 -0.311
C -2.5003 -4.5671 -3.5849 -0.475 0.179 -0.272
C -1.9615 -0.3457 2.9337 0.542 0.658 -0.886
C -1.3909 -0.3828 1.4838 0.960 0.401 1.257
C 2.9826 3.6896 -1.7113 -0.170 0.261 0.288
C -1.0226 -4.5291 -4.0149 0.016 -0.465 -0.435
C 0.3728 -1.5326 -0.5981 -0.246 0.217 0.595
C -3.9268 4.1902 7.7865 0.015 0.006 -0.005
C -0.6768 0.1537 -3.4704 0.169 0.259 -0.799
C 7.2059 0.1086 0.1072 -0.327 -0.384 -0.620
C -3.6826 3.8624 6.4630 0.067 -0.017 -0.166
C 4.8093 0.7671 -0.0655 -0.635 -0.905 0.608
C 2.1686 -0.0489 0.2023 -0.324 0.694 1.587
C 1.9907 4.1237 -0.6074 -0.158 -0.509 0.014
H 6.8690 -0.9149 -0.1117 0.150 0.120 0.191
H 1.1711 3.3970 -0.5392 0.066 0.225 0.001
H 1.9447 -1.6183 -2.0563 -0.219 -0.048 0.105
H -1.7880 0.4950 0.9649 -0.139 -0.587 -0.515
H -0.5017 0.9959 -4.1603 -0.073 0.137 0.491
H 0.8010 0.7694 -2.0508 0.083 -0.288 0.095
H -0.9258 5.4379 5.8274 0.019 0.036 0.058
H -2.3922 -1.3167 3.1913 -0.053 0.279 0.313
H -3.3462 2.6110 1.9923 0.129 -0.136 0.087
H -4.4395 -4.9639 -0.8075 -0.134 0.357 -0.017
H -3.1773 5.2961 9.4686 0.000 -0.002 -0.012
H -0.7591 -4.1081 -1.4198 -0.135 0.191 0.084
H -1.1220 -0.0827 3.5917 -0.181 -0.389 0.076
H -1.1929 6.1273 8.2051 0.006 0.002 -0.029
H -1.4340 -0.4835 -0.9251 -0.118 -0.208 0.064
H -4.3621 3.2145 5.9185 -0.052 0.000 0.072
H 7.3884 0.1673 1.1836 0.076 0.173 -0.179
H -2.8964 -3.1135 -5.1945 -0.252 -0.261 -0.041
H 1.4320 0.0165 -3.4981 -0.081 -0.068 0.183
H -1.4735 -2.4847 1.2549 0.022 0.077 0.000
H 0.3241 0.7498 1.8977 0.065 -0.224 -0.006
H 0.5837 -0.9651 2.2015 -0.147 -0.029 -0.174
H -2.1061 -0.8885 -4.4283 0.057 -0.326 0.020
H -4.9078 -4.6303 -2.4491 0.068 0.326 0.056
H 7.4185 2.4002 -1.4263 -0.140 -0.008 0.068
H 0.4622 -2.2625 -2.6766 -0.212 0.188 0.185
H -0.7251 -0.8865 -5.2247 0.127 -0.145 0.136
H 0.1616 -3.4606 0.5104 0.080 0.242 -0.034
H 2.4658 -0.0943 1.2693 0.141 -0.184 -0.282
H -0.6725 -3.5407 -4.3252 -0.160 0.010 0.359
H 2.9323 3.4607 -3.8446 -0.251 -0.194 -0.004
H -1.6256 2.3048 2.2509 -0.145 0.125 0.215
H 1.5689 5.1136 -0.8117 0.081 -0.184 -0.065
H -0.3316 -4.9489 -3.2722 -0.176 0.104 -0.062
H -2.6676 2.8824 3.5925 0.188 -0.377 -0.114
H -1.9879 -3.9573 -0.1703 -0.105 0.472 -0.092
H -3.3860 -2.6022 -3.5858 -0.031 -0.003 -0.274
H 2.4642 4.1473 0.3812 0.025 0.102 -0.207
H 1.3532 3.8169 -3.1160 -0.021 -0.367 -0.157
H -1.5124 0.4699 -2.8333 0.228 -0.225 0.127
H 1.5153 -2.5005 1.0747 -0.129 0.269 -0.209
H -4.3909 -3.7831 -4.4086 0.198 0.025 -0.276
H -0.9245 -5.1779 -4.8958 0.090 0.196 0.122
H 3.5324 4.6014 -1.9791 0.009 -0.213 0.054
H -2.7890 -1.6279 0.6687 0.061 -0.461 0.039
H 4.6229 -0.1210 0.5370 0.059 0.147 -0.068
H -2.5417 -5.6251 -1.7256 0.272 0.260 0.027
H -2.9099 -5.5134 -3.9660 0.125 0.059 0.273
H -4.3805 -3.2748 -1.3588 -0.161 -0.097 -0.336
H 3.6882 -3.2979 -0.6564 -0.167 -0.069 -0.035
H 2.0954 2.1499 -3.0027 -0.273 0.149 0.022
H -4.8004 3.8073 8.2959 -0.002 -0.010 -0.026
H 2.7717 -0.8037 -0.3103 -0.263 0.261 -0.372
H 8.1258 0.2418 -0.4697 -0.024 0.140 0.352
H -4.6894 1.3321 3.5183 -0.224 -0.226 0.080
H 5.5553 3.8537 -2.1269 -0.017 -0.103 0.136
```
Forces are in eV/Å.



Computed values of DFT total energy (unit: Eh) for the preceding records, in sequence: -2904.42558; -581.10173; -1865.38003.